(1)
This record from the Open Molecules 2025 dataset describes C2H6OP2 in the gas phase. The level of theory is ωB97M-V/def2-TZVPD.

Geometry as XYZ:
```
11
Properties=species:S:1:pos:R:3:forces:R:3:lowdin_charge:R:1
C -2.75549 0.20497 0.05387 0.467 -1.434 -2.404 -0.28
C 2.84067 -0.20690 0.09789 -2.582 -0.015 -0.729 -0.46
O -1.59093 0.63610 -0.60428 4.057 -2.346 0.269 -0.57
P 1.40541 0.79028 -0.51418 -0.991 0.288 0.089 0.52
P -0.05320 -0.55864 -0.12493 -2.354 2.910 -1.029 0.63
H -2.87896 -0.93976 -0.04607 -0.727 1.623 -0.677 0.08
H -3.45766 0.93206 -0.40385 -0.586 -1.161 0.849 0.10
H -2.58299 0.25873 1.06380 -0.343 0.944 2.811 0.01
H 2.49721 -1.18799 -0.12829 0.463 -1.258 0.499 -0.03
H 3.63985 0.02789 -0.50711 2.038 0.507 -0.982 -0.01
H 2.93608 0.04325 1.11315 0.558 -0.059 1.305 0.01
```
Positions in Å, forces in eV/Å.

LUMO   -0.78 eV
HOMO energy   -8.93 eV
Gap between HOMO and LUMO   0.2995 Eh
E_tot   -22793.73835 eV



(2)
This record from the Open Molecules 2025 dataset describes a molecular structure, C30H62AlClFN2O4. The level of theory is ωB97M-V/def2-TZVPD.

Geometry as XYZ:
```
101
Properties=species:S:1:pos:R:3:forces:R:3:lowdin_charge:R:1
C -5.02818 -3.80234 -0.10354 0.011 0.292 0.178 -0.07
C -4.62637 -2.36386 0.13377 -0.061 0.010 0.461 -0.32
O -3.29225 -2.27247 0.54879 0.229 -0.400 -0.246 -0.24
C -2.48069 -1.27560 -0.12564 -0.344 1.052 0.545 -0.21
Al -2.41181 0.56249 0.78584 -0.186 -0.097 -0.507 0.37
C -4.34095 1.15791 1.06340 0.630 0.259 0.171 -0.17
C -4.60432 2.33955 1.96904 -0.778 0.056 -0.081 -0.52
C -4.21312 2.10689 3.41629 0.443 -0.197 -0.367 -0.05
O -3.97766 3.53877 1.47492 -0.058 0.338 0.002 -0.06
C -1.45769 1.78309 -0.53838 -0.340 -0.782 0.722 -0.17
C -0.28879 1.14726 -1.24274 0.491 0.150 0.345 -0.48
C 0.96772 1.99572 -1.26996 -0.298 0.250 -0.294 -0.06
F -0.63556 0.82857 -2.57423 -0.168 -0.155 -0.345 -0.08
C -1.33340 0.30860 2.51107 -0.177 -0.269 -0.506 -0.63
Cl 0.43307 0.67234 2.12211 0.054 0.091 -0.035 0.53
C -1.38917 -1.10510 3.07847 0.480 0.133 0.365 -0.36
C -2.40384 -1.23940 4.19613 -0.088 0.022 -0.267 -0.11
H -5.00791 -4.32924 0.83874 0.034 -0.304 0.334 0.07
H -6.04743 -3.82065 -0.47612 -0.210 -0.163 -0.192 0.07
H -4.35482 -4.29519 -0.78540 0.160 -0.162 -0.424 0.05
H -5.26161 -1.98278 0.93663 -0.222 0.277 0.076 0.10
H -4.83230 -1.75784 -0.74363 0.159 0.183 -0.306 0.11
H -1.47776 -1.66626 -0.17058 0.575 -0.471 -0.063 0.04
H -2.80278 -1.13762 -1.15937 -0.165 -0.247 -0.313 0.06
H -4.68629 1.45779 0.07644 -0.124 -0.052 -0.432 0.06
H -5.00954 0.36135 1.38260 -0.031 -0.354 0.112 0.05
H -5.67971 2.53368 1.97074 -0.299 0.166 -0.039 0.11
H -4.99732 2.37895 4.10594 -0.179 0.169 0.314 0.07
H -3.31144 2.66197 3.62682 0.253 0.339 0.195 0.08
H -3.94986 1.06796 3.54180 -0.117 -0.420 0.246 0.04
H -4.67477 4.09164 1.10112 0.332 -0.195 0.027 0.08
H -1.10625 2.64310 0.01077 -0.008 0.578 0.085 0.04
H -2.18144 2.09238 -1.27966 -0.229 0.321 -0.291 0.06
H -0.00882 0.21108 -0.77187 -0.043 -0.549 -0.160 0.09
H 0.70985 3.04064 -1.17166 -0.007 0.393 0.024 0.07
H 1.48897 1.87900 -2.21173 0.254 -0.241 -0.209 0.07
H 1.61599 1.73148 -0.45242 0.317 -0.044 0.326 0.04
H -1.56350 0.99208 3.31471 0.098 0.354 0.210 0.02
H -1.55385 -1.85491 2.31607 -0.126 -0.159 -0.258 0.08
H -0.42260 -1.32203 3.51845 0.395 -0.137 0.113 0.07
H -2.17438 -2.09077 4.82087 -0.083 -0.415 0.130 0.06
H -3.40871 -1.33707 3.80748 -0.370 -0.034 -0.013 0.07
H -2.35856 -0.36372 4.82734 -0.085 0.334 0.306 0.06
C 0.25829 -3.42948 -2.38140 0.042 0.007 -0.192 -0.02
C -0.80554 -4.53000 -2.54367 0.817 0.663 0.669 -0.49
C -0.19619 -5.72718 -3.26664 -0.111 -0.242 -0.388 -0.14
C 0.12340 -5.42675 -4.73056 -0.043 0.089 -0.004 -0.18
C -1.10866 -4.89765 -5.47048 0.126 -0.475 0.196 -0.13
C -1.85584 -3.76542 -4.75530 0.344 1.122 -0.532 -0.49
N -2.00349 -4.04347 -3.29462 -0.043 -1.459 -0.680 -0.08
O -3.02287 -4.79560 -3.08752 -0.363 0.172 0.457 -0.03
C -1.15116 -2.41904 -4.98095 0.205 0.024 0.045 -0.03
C -3.23574 -3.61552 -5.37994 -0.318 -0.174 0.041 -0.05
C -1.22604 -4.90821 -1.12944 -0.330 -0.155 0.086 -0.03
H 0.98139 -3.73783 -1.62572 -0.085 -0.068 0.066 0.09
H 0.83145 -3.23077 -3.28325 -0.040 -0.011 -0.001 0.06
H -0.19355 -2.50059 -2.05168 -0.107 0.185 0.062 0.08
H -0.89166 -6.57213 -3.21857 -0.084 0.074 0.024 0.12
H 0.70758 -6.03744 -2.73779 0.018 0.059 0.057 0.12
H 0.94757 -4.71345 -4.80756 -0.016 0.037 0.054 0.10
H 0.47031 -6.33952 -5.22149 0.004 0.017 -0.022 0.11
H -0.82135 -4.54957 -6.46492 -0.055 0.058 -0.028 0.12
H -1.79888 -5.73476 -5.61994 -0.063 0.042 0.081 0.12
H -1.62283 -1.63684 -4.39021 -0.006 0.064 0.099 0.09
H -1.22623 -2.13670 -6.03225 -0.083 -0.073 -0.018 0.08
H -0.09272 -2.42811 -4.74125 0.003 -0.013 0.037 0.06
H -3.78853 -4.55280 -5.38565 0.002 0.022 0.097 0.08
H -3.12106 -3.28726 -6.41318 0.077 0.040 -0.025 0.08
H -3.82746 -2.87153 -4.84632 0.018 0.003 0.022 0.09
H -1.66804 -4.05361 -0.61331 -0.028 0.005 -0.006 0.08
H -0.34615 -5.23082 -0.57206 0.074 0.049 -0.034 0.09
H -1.94587 -5.72485 -1.11771 -0.034 0.041 -0.072 0.08
C 4.38524 5.32676 3.76061 0.173 0.068 -0.070 -0.04
C 3.91600 4.13586 2.90370 -0.097 0.868 0.940 -0.49
C 4.50778 2.84113 3.45136 0.303 -0.332 -0.173 -0.13
C 6.01932 2.75219 3.24165 -0.009 0.108 -0.069 -0.17
C 6.38799 2.95347 1.76842 -0.222 -0.372 0.286 -0.13
C 5.74269 4.17455 1.10269 0.855 0.895 -0.052 -0.49
N 4.29875 4.30431 1.46855 0.144 -1.510 0.031 -0.09
O 3.57307 3.55931 0.71462 -0.349 0.335 -0.296 -0.01
C 6.51323 5.45823 1.46400 -0.044 0.043 0.206 -0.04
C 5.86605 4.03255 -0.40822 -0.176 -0.147 -0.227 -0.05
C 2.40058 4.11173 3.02746 -0.317 -0.190 -0.297 -0.04
H 3.87934 5.29409 4.72510 -0.103 -0.055 -0.028 0.08
H 5.44995 5.32673 3.97960 -0.007 -0.006 -0.044 0.05
H 4.13155 6.27330 3.28148 -0.002 -0.003 -0.026 0.09
H 4.02605 1.99012 2.96069 -0.055 0.070 -0.079 0.13
H 4.26710 2.76181 4.51323 -0.035 0.063 0.026 0.12
H 6.54289 3.48065 3.86735 -0.043 0.045 -0.004 0.10
H 6.37201 1.77119 3.56643 0.028 0.002 -0.004 0.11
H 7.47263 3.03337 1.66572 0.016 0.040 -0.071 0.12
H 6.08830 2.05640 1.21878 -0.095 0.048 -0.044 0.12
H 5.99618 6.33412 1.07054 -0.039 0.007 0.011 0.09
H 7.50759 5.42943 1.01737 -0.023 -0.085 -0.080 0.08
H 6.66063 5.60009 2.53123 -0.039 -0.019 -0.012 0.06
H 5.45802 3.09054 -0.76539 -0.102 0.034 0.024 0.08
H 6.92113 4.06646 -0.68145 0.055 0.031 0.057 0.08
H 5.35083 4.84411 -0.92290 -0.018 0.004 0.017 0.09
H 1.96076 5.03160 2.63820 0.029 0.006 -0.033 0.09
H 2.12405 4.02327 4.07778 0.099 0.034 0.069 0.09
H 1.94999 3.27205 2.50541 0.032 -0.003 -0.092 0.05
```
Positions in Å, forces in eV/Å.

Total charge   -1
LUMO (spin up / spin down)   2.33 / 2.31 eV
HOMO energy (spin up / spin down)   -4.18 / -4.18 eV
Gap between HOMO and LUMO (spin up / spin down)   0.2393 / 0.2388 Eh
Spin multiplicity   3
<S²>   2.01
E_tot   -65120.97569 eV



(3)
This record from the Open Molecules 2025 dataset describes a molecular structure, C13H11ClF3N3O5PtS4. The level of theory is ωB97M-V/def2-TZVPD.

Geometry as XYZ:
```
41
Properties=species:S:1:pos:R:3:forces:R:3:lowdin_charge:R:1
Pt -0.50145 0.82256 1.90262 0.064 2.584 2.707 0.59
N 2.62294 -1.71696 -4.44215 1.175 -2.659 -1.664 0.08
C 1.49341 -1.13894 -3.99453 -0.375 2.206 0.212 -0.33
C 0.22077 -1.43351 -4.48426 0.262 0.566 0.178 -0.05
C -0.81886 -0.58830 -4.14948 -0.661 -0.124 0.651 -0.08
C -0.59651 0.41634 -3.22885 -0.633 0.699 0.313 -0.32
C 0.65551 0.79906 -2.74947 0.526 -1.032 -0.545 -0.03
C 1.71640 -0.00105 -3.16554 -1.036 0.153 0.478 -0.01
S -1.91666 1.18585 -2.36521 -0.142 0.546 2.775 0.59
O -1.67268 2.60670 -2.36344 -0.455 0.026 -1.082 -0.33
O -3.18323 0.61830 -2.79068 0.188 0.204 -0.518 -0.38
N -1.62129 0.83615 -0.76596 -0.391 0.184 -1.533 -0.10
C -1.96914 -0.29091 -0.22271 -0.062 -1.179 1.153 -0.67
S -2.95215 -1.63576 -0.88409 0.263 0.258 -0.556 0.95
C -2.38559 -2.66935 0.36575 0.333 -1.973 2.278 -0.49
C -1.66330 -1.93389 1.27223 -0.831 -0.988 0.038 -0.30
N -1.53814 -0.61996 1.04636 -1.451 -1.658 -3.121 -0.26
H 2.64919 -2.39039 -5.22361 -0.321 0.823 1.010 0.11
H 3.50629 -1.34208 -4.18940 0.328 0.227 0.274 0.08
H 0.02265 -2.27669 -5.10586 0.166 -0.476 -0.537 0.09
H -1.83978 -0.70986 -4.53683 0.492 -0.220 0.359 0.11
H 0.72811 1.67698 -2.09479 0.196 -0.624 -0.112 0.13
H 2.69784 0.18972 -2.75550 0.125 -0.058 -0.277 0.09
H -2.65206 -3.77071 0.62253 0.292 2.219 -1.085 0.07
H -1.20247 -2.29026 2.18513 -0.171 -0.255 -0.071 0.10
C -1.39917 0.95256 7.09779 1.835 1.490 0.029 -0.09
O -1.68620 1.76873 5.93819 -1.321 0.019 1.671 -0.23
C -1.36829 1.37497 4.73119 0.287 -0.116 -2.271 -1.36
S -2.26459 1.55724 3.32315 -2.310 0.764 1.404 0.49
S 0.13320 0.81867 4.35291 2.095 -1.315 0.165 0.54
H -0.67539 1.55936 7.73377 -0.843 -0.717 -0.620 0.10
H -0.85454 0.01615 6.85460 -0.813 0.416 -0.060 0.07
H -2.33986 0.89178 7.63138 -0.065 -0.562 0.080 0.07
Cl 0.13511 3.07008 1.69295 0.656 1.589 0.137 -0.26
F 4.57599 0.59421 0.94638 -1.027 0.011 -0.746 0.09
C 3.36913 0.91823 0.36722 0.203 2.553 0.805 -0.45
F 3.05646 2.16417 0.87169 0.510 -1.506 -0.770 0.06
F 3.60446 1.10292 -0.99000 0.007 -0.253 1.386 0.07
C 2.26211 -0.13075 0.57969 -3.620 0.548 -1.279 -0.53
O 2.66229 -1.24722 0.32704 0.530 -1.081 0.441 0.05
O 0.98947 0.24585 0.65981 5.996 -1.292 -1.699 -0.28
```
Positions in Å, forces in eV/Å.

Total charge   -2
LUMO (spin up / spin down)   4.56 / 4.53 eV
HOMO energy (spin up / spin down)   0.75 / -1.55 eV
Gap between HOMO and LUMO (spin up / spin down)   0.1400 / 0.2235 Eh
Spin multiplicity   3
<S²>   2.01
E_tot   -95629.32783 eV



> Which formula does entry 2 have?

C30H62AlClFN2O4



> Which value of E_tot does entry 1 give?

-22793.73835 eV



> Which formula does entry 2 have?

C30H62AlClFN2O4